1.
C5H7N in the gas phase, computed with ωB97M-V/def2-TZVPD.

Cartesian coordinates (Å):
C 1.76 -0.05 0.64
N 0.41 -0.07 0.12
C -0.70 -0.49 0.82
C -1.81 -0.22 0.06
C -1.36 0.38 -1.15
C 0.00 0.46 -1.07
H 1.93 -0.94 1.26
H 1.93 0.84 1.26
H 2.47 -0.05 -0.18
H -0.59 -0.96 1.79
H -2.83 -0.44 0.34
H -1.97 0.70 -1.98
H 0.74 0.86 -1.77

Properties
Lowest unoccupied orbital energy = 1.039 eV
ΔE to the lowest compared entry with this formula, charge and spin = 7.3 kcal per mole

***

2.
C7H13BeN4O17 as an isolated structure in a non-equilibrium geometry, computed with ωB97M-V/def2-TZVPD.

Cartesian coordinates (Å):
Be 0.23 -0.86 0.18
O -5.08 0.00 0.83
C -4.71 -1.20 0.80
O -3.46 -1.39 0.87
O -5.60 -2.12 0.92
H -6.04 0.04 0.78
O 1.04 -5.26 4.15
C 0.56 -4.67 3.05
O -0.51 -5.02 2.68
O 1.12 -3.56 2.71
H 0.42 -5.98 4.06
O 6.10 -0.05 0.47
C 4.85 0.01 0.86
O 4.57 -0.13 2.03
O 3.96 0.24 0.09
H 6.39 -0.46 1.29
O -0.31 2.85 5.00
C 0.31 1.75 4.63
O 1.22 1.41 5.36
O 0.02 1.19 3.58
H 0.22 2.80 5.80
O 0.28 -4.48 -3.73
C 0.45 -3.88 -2.55
O -0.47 -3.92 -1.81
O 1.46 -3.20 -2.34
H -0.57 -4.68 -3.34
C 0.04 0.63 -4.14
O -0.79 0.44 -3.23
N -0.26 0.64 -5.37
N 1.33 0.70 -3.96
H -1.22 0.80 -5.63
H 0.51 0.94 -5.95
H 1.73 0.91 -3.06
H 1.87 1.08 -4.72
C -0.84 3.92 -0.15
O -0.16 2.90 -0.26
N -0.78 4.79 0.84
N -1.83 4.21 -0.90
H -1.54 5.43 0.99
H -0.03 4.70 1.51
H -2.46 4.98 -0.74
H -2.01 3.50 -1.60

Properties
Lowest unoccupied orbital energy = 2.695 eV
ΔE to the lowest compared entry with this formula, charge and spin = 206.1 kcal per mole
Total charge = -3

***

3.
A 2-piece molecular cluster, C2H6O2 overall in a non-equilibrium geometry, computed with ωB97M-V/def2-TZVPD.

Cartesian coordinates (Å):
O -2.13 0.53 -2.62
C -1.51 0.31 -1.58
C -0.37 -0.63 -1.47
H -1.79 0.83 -0.62
H -0.16 -0.82 -0.40
H 0.53 -0.17 -1.92
H -0.55 -1.60 -1.97
O 1.80 0.67 3.21
H 2.77 0.59 3.34
H 1.41 0.29 4.03

Properties
Lowest unoccupied orbital energy = 0.776 eV
ΔE to the lowest compared entry with this formula, charge and spin = 14.9 kcal per mole

***

4.
C4H8O2 in the gas phase, computed with ωB97M-V/def2-TZVPD.

Cartesian coordinates (Å):
C 1.48 0.65 0.09
C 0.62 -0.59 -0.02
O 0.01 -0.93 1.24
C -1.28 -0.49 0.80
C -0.78 -0.39 -0.65
O -1.04 0.75 -1.43
H 0.91 1.50 0.49
H 2.30 0.46 0.79
H 1.91 0.93 -0.88
H 1.20 -1.43 -0.42
H -1.57 0.48 1.24
H -2.06 -1.23 1.01
H -1.09 -1.24 -1.25
H -0.62 1.51 -1.02

Properties
Lowest unoccupied orbital energy = 0.898 eV
ΔE to the lowest compared entry with this formula, charge and spin = 42.6 kcal per mole

***

5.
C31H30IrN3O7Si2 as an isolated structure in a non-equilibrium geometry, computed with ωB97M-V/def2-TZVPD.

Cartesian coordinates (Å):
Ir -0.49 -0.24 -0.19
O -2.55 4.92 -0.32
C -2.35 4.60 -1.60
C -2.59 5.58 -2.56
C -2.41 5.31 -3.91
C -1.98 4.05 -4.32
C -1.75 3.07 -3.38
C -1.92 3.32 -2.01
C -1.66 2.24 -1.04
O -1.26 1.11 -1.53
N -1.86 2.48 0.22
N -1.62 1.37 0.99
C -1.74 1.46 2.26
C -1.57 0.31 3.11
C -1.39 0.52 4.49
C -1.22 -0.53 5.36
C -1.26 -1.84 4.85
C -1.45 -2.07 3.51
C -1.62 -1.01 2.57
O -1.82 -1.28 1.33
H -2.36 4.10 0.22
H -2.91 6.56 -2.22
H -2.59 6.09 -4.64
H -1.85 3.83 -5.37
H -1.42 2.08 -3.67
H -1.98 2.43 2.70
H -1.38 1.54 4.86
H -1.07 -0.36 6.42
H -1.13 -2.68 5.52
H -1.47 -3.08 3.11
C 2.83 -1.29 -1.10
Si 1.30 -0.40 -1.75
C 1.84 1.34 -2.24
C 0.74 -1.33 -3.30
C 1.50 -1.45 -4.46
C 1.04 -2.20 -5.54
C -0.19 -2.84 -5.46
C -0.95 -2.72 -4.31
C -0.50 -1.97 -3.22
Si -1.50 -1.76 -1.62
C -3.21 -1.16 -2.12
C -1.72 -3.46 -0.84
H 3.53 -1.46 -1.93
H 2.58 -2.26 -0.66
H 3.35 -0.69 -0.35
H 2.81 1.29 -2.76
H 1.97 1.96 -1.35
H 1.12 1.82 -2.90
H 2.47 -0.96 -4.53
H 1.64 -2.28 -6.44
H -0.55 -3.42 -6.30
H -1.92 -3.22 -4.26
H -3.69 -1.91 -2.76
H -3.18 -0.21 -2.66
H -3.84 -1.03 -1.23
H -2.17 -4.16 -1.54
H -2.35 -3.37 0.05
H -0.75 -3.86 -0.52
O 0.82 -1.15 1.13
C 1.46 -0.14 1.59
O 1.35 1.00 1.13
C 2.37 -0.43 2.74
C 2.93 -1.69 2.91
C 3.75 -1.94 3.99
C 3.97 -0.92 4.90
C 3.41 0.34 4.77
C 2.61 0.58 3.67
N 4.83 -1.19 6.06
O 5.30 -2.31 6.18
O 4.97 -0.31 6.89
H 2.71 -2.46 2.18
H 4.21 -2.91 4.15
H 3.61 1.10 5.51
H 2.16 1.55 3.51

Properties
Lowest unoccupied orbital energy (alpha / beta) = 1.384 / 1.373 eV
ΔE to the lowest compared entry with this formula, charge and spin = 14.1 kcal per mole
Total charge = -1
⟨S²⟩ = 0.76
Spin multiplicity = 2

***

6.
C20H41BBr12FO2 as an isolated structure in a non-equilibrium geometry, computed with ωB97M-V/def2-TZVPD.

Cartesian coordinates (Å):
C 2.72 2.52 3.02
C 2.34 1.17 2.35
C 0.79 0.73 2.72
O 0.16 0.10 1.58
C -1.28 -0.06 1.73
B -2.20 1.17 1.13
C -2.95 1.92 2.41
C -4.05 1.05 3.06
O -4.20 -0.12 2.88
C -1.43 2.21 0.12
C -1.25 3.65 0.64
F -0.51 3.76 1.83
H 3.73 2.79 2.63
H 2.04 3.33 2.75
H 2.83 2.38 4.11
H 2.39 1.29 1.20
H 3.03 0.35 2.59
H 0.83 0.05 3.60
H 0.19 1.61 3.01
H -1.54 -0.21 2.81
H -1.59 -1.00 1.23
H -3.11 0.65 0.50
H -3.47 2.86 2.12
H -2.23 2.15 3.23
H -4.80 1.57 3.72
H -0.43 1.87 -0.25
H -2.07 2.30 -0.79
H -2.24 4.12 0.80
H -0.76 4.27 -0.15
Br -5.00 3.18 -0.56
C -4.92 3.55 -2.47
C -5.25 2.33 -3.28
Br -3.76 1.08 -3.33
H -3.93 3.95 -2.67
H -5.66 4.34 -2.63
H -5.43 2.61 -4.32
H -6.11 1.79 -2.90
Br 1.98 -0.37 0.44
C 2.18 -0.01 -1.47
C 1.94 -1.25 -2.30
Br 3.47 -2.46 -2.22
H 3.18 0.41 -1.62
H 1.43 0.74 -1.70
H 1.83 -1.00 -3.35
H 1.08 -1.82 -1.97
Br -8.10 7.00 -2.52
C -7.37 7.89 -4.09
C -6.48 6.97 -4.88
Br -4.74 6.76 -4.02
H -6.86 8.78 -3.74
H -8.24 8.19 -4.68
H -6.26 7.40 -5.86
H -6.90 5.98 -5.01
Br -0.18 -1.89 4.86
C -0.65 -3.21 3.51
C -0.09 -4.57 3.86
Br 1.82 -4.67 3.48
H -0.30 -2.83 2.56
H -1.74 -3.23 3.51
H -0.55 -5.33 3.23
H -0.23 -4.83 4.90
Br 5.70 -6.25 3.22
C 4.48 -7.28 2.11
C 5.10 -7.61 0.77
Br 5.09 -6.06 -0.41
H 3.57 -6.70 2.02
H 4.28 -8.19 2.67
H 4.51 -8.37 0.26
H 6.13 -7.95 0.85
Br 7.35 -3.02 -1.64
C 7.02 -3.85 -3.36
C 7.75 -5.16 -3.49
Br 9.65 -4.89 -3.84
H 7.30 -3.13 -4.12
H 5.94 -4.01 -3.40
H 7.38 -5.72 -4.35
H 7.68 -5.78 -2.60

Properties
Lowest unoccupied orbital energy = 1.665 eV
Total charge = -1

***

7.
A 2-piece molecular cluster, C4H13NO2 overall in a non-equilibrium geometry, computed with ωB97M-V/def2-TZVPD.

Cartesian coordinates (Å):
C 1.11 0.36 -0.92
C 0.85 -1.15 -0.86
C 2.01 -2.00 -1.17
O -0.16 -1.45 -1.97
C -0.20 1.31 -0.40
N -0.50 0.94 1.00
H 1.78 0.92 -0.20
H 1.43 0.60 -1.90
H 0.45 -1.45 0.14
H 1.90 -3.07 -1.49
H 2.79 -1.92 -0.38
H 2.40 -1.69 -2.18
H -1.04 -1.78 -1.59
H 0.26 2.25 -0.44
H -1.14 1.19 -0.99
H -0.62 1.78 1.72
H 0.39 0.39 1.26
H -3.82 2.28 3.27
H -3.63 0.91 3.34
O -4.26 1.57 3.74

Properties
Lowest unoccupied orbital energy = 0.593 eV
ΔE to the lowest compared entry with this formula, charge and spin = 55.1 kcal per mole

***

8.
An isolated ion of composition C5H11N2 and charge +1 in a non-equilibrium geometry, computed with ωB97M-V/def2-TZVPD.

Cartesian coordinates (Å):
C 2.43 0.47 0.47
C 1.35 0.69 -0.25
C -1.07 0.21 0.00
C -1.51 1.57 -0.11
C 0.69 -1.72 -0.33
N 0.25 -0.28 -0.20
N -1.91 -0.74 0.49
H 3.30 1.08 0.39
H 2.48 -0.34 1.08
H 1.11 1.51 -1.02
H -1.16 2.18 0.74
H -2.59 1.60 -0.05
H -1.17 1.92 -1.16
H 1.51 -1.73 -0.94
H 1.02 -2.03 0.61
H -0.07 -2.32 -0.83
H -2.72 -0.46 0.99
H -1.93 -1.62 0.10

Properties
Lowest unoccupied orbital energy = -4.057 eV
ΔE to the lowest compared entry with this formula, charge and spin = 35.3 kcal per mole
Total charge = +1

***

9.
A 2-piece molecular cluster, C3H3N2O4P overall in a non-equilibrium geometry, computed with ωB97M-V/def2-TZVPD.

Cartesian coordinates (Å):
C -2.22 -0.46 0.58
C -1.45 -0.69 -0.59
C -1.38 0.35 1.40
N -0.25 0.55 0.65
N -0.36 -0.05 -0.52
O 2.73 1.63 -1.33
O 3.25 -0.38 0.20
O -1.60 0.73 2.59
O 2.57 -0.70 -2.27
P 2.75 0.20 -1.09
H -3.12 -0.79 0.95
H -1.68 -1.22 -1.46
H 0.77 0.84 0.89

Properties
Lowest unoccupied orbital energy = 6.680 eV
ΔE to the lowest compared entry with this formula, charge and spin = 30.0 kcal per mole
Total charge = -2

***

10.
C17H36CrO14 as an isolated structure in a non-equilibrium geometry, computed with ωB97M-V/def2-TZVPD.

Cartesian coordinates (Å):
Cr 20.12 -13.58 21.32
C 14.70 -16.27 20.21
C 15.13 -14.92 20.79
O 16.48 -14.76 21.12
H 15.27 -16.67 19.37
H 13.66 -16.17 19.91
H 14.70 -16.90 21.09
H 14.53 -14.90 21.70
H 14.78 -14.06 20.21
C 25.28 -12.56 23.65
C 25.16 -12.48 22.06
C 26.31 -13.16 21.27
O 23.86 -12.82 21.62
H 26.33 -12.39 23.89
H 25.12 -13.55 24.08
H 24.63 -11.84 24.14
H 25.34 -11.42 21.90
H 26.40 -12.84 20.23
H 26.11 -14.22 21.39
H 27.27 -13.03 21.76
C 17.24 -11.35 25.31
O 18.08 -12.07 26.23
C 19.09 -12.77 25.79
O 19.52 -12.71 24.63
O 19.63 -13.44 26.82
C 20.62 -14.41 26.60
H 17.77 -10.47 24.96
H 16.26 -11.10 25.72
H 17.04 -11.97 24.44
H 21.03 -14.69 27.57
H 21.34 -13.93 25.93
H 20.12 -15.22 26.07
C 19.48 -18.77 20.72
O 20.76 -19.16 21.19
C 21.46 -18.28 21.99
O 21.04 -17.15 22.17
O 22.60 -18.79 22.33
C 23.48 -18.16 23.28
H 19.12 -19.58 20.09
H 19.50 -17.80 20.22
H 18.78 -18.65 21.56
H 24.47 -18.62 23.40
H 23.06 -18.17 24.29
H 23.71 -17.20 22.83
C 22.87 -15.44 16.99
O 21.79 -15.27 16.10
C 20.58 -15.06 16.60
O 20.29 -14.67 17.74
O 19.68 -15.06 15.52
C 18.31 -14.52 15.71
H 23.73 -15.74 16.38
H 22.66 -16.19 17.76
H 23.19 -14.52 17.48
H 18.37 -13.49 16.07
H 17.70 -15.09 16.40
H 17.73 -14.59 14.79
C 17.77 -8.55 16.62
O 18.16 -9.20 17.82
C 19.34 -9.70 18.10
O 19.61 -10.39 19.06
O 20.29 -9.07 17.42
C 21.63 -9.58 17.53
H 18.00 -7.49 16.78
H 16.72 -8.60 16.33
H 18.35 -8.86 15.75
H 21.87 -9.57 18.59
H 22.32 -9.02 16.90
H 21.70 -10.61 17.18

Properties
Lowest unoccupied orbital energy (alpha / beta) = 0.672 / -1.038 eV
ΔE to the lowest compared entry with this formula, charge and spin = 1.8 kcal per mole
⟨S²⟩ = 20.01
Spin multiplicity = 9

***

11.
A 2-piece molecular cluster, C6Cl4NO4 overall in a non-equilibrium geometry, computed with ωB97M-V/def2-TZVPD.

Cartesian coordinates (Å):
Cl -2.14 -1.97 2.16
C -1.22 -0.74 1.41
C -0.04 -1.03 0.75
Cl 0.64 -2.58 0.75
C 0.78 -0.02 0.05
O 1.87 -0.25 -0.45
C 0.25 1.43 0.19
O 0.94 2.36 -0.20
C -1.01 1.64 0.91
Cl -1.52 3.25 0.97
C -1.74 0.62 1.48
Cl -3.23 0.91 2.27
N 2.09 -1.10 -3.13
O 1.08 -1.22 -3.79
O 3.26 -1.30 -3.37

Properties
Lowest unoccupied orbital energy = 0.681 eV
ΔE to the lowest compared entry with this formula, charge and spin = 22.2 kcal per mole
Total charge = -1

***

12.
C8H8NO4S2 as an isolated structure in a non-equilibrium geometry, computed with ωB97M-V/def2-TZVPD.

Cartesian coordinates (Å):
C 0.95 0.31 -2.28
C -1.43 -0.25 0.02
C -2.57 0.14 2.85
C 0.10 1.48 -2.79
C -0.43 1.61 -1.38
C -0.08 -0.38 -0.06
C 2.19 -0.71 0.97
C 0.84 -1.32 0.64
N 0.51 0.52 -1.01
O -2.29 1.23 2.48
O 1.87 -0.33 -2.75
O -2.92 -0.51 3.76
O 0.35 -1.83 1.89
S -2.43 -1.22 1.04
S -2.16 0.99 -0.97
H 0.69 2.29 -3.13
H -0.62 1.17 -3.57
H -0.40 2.57 -0.84
H 2.19 0.39 1.46
H 2.86 -0.67 0.10
H 2.59 -1.39 1.87
H 0.83 -2.20 -0.11
H -0.64 -1.88 1.82

Properties
Lowest unoccupied orbital energy = 2.895 eV
ΔE to the lowest compared entry with this formula, charge and spin = 0.0 kcal per mole
Total charge = -1

***

13.
C5H11N in the gas phase in a non-equilibrium geometry, computed with ωB97M-V/def2-TZVPD.

Cartesian coordinates (Å):
C -1.26 -1.01 0.27
C -0.62 0.54 -1.79
C 1.72 0.13 1.27
N -1.05 1.05 0.56
C -0.22 0.35 -0.33
C 1.09 -0.06 -0.07
H -0.61 1.08 1.48
H 1.63 -0.61 -0.84
H -0.90 -1.33 1.24
H -2.32 -0.79 0.26
H -1.01 -1.73 -0.51
H -0.16 -0.22 -2.43
H -0.27 1.52 -2.12
H -1.70 0.51 -1.91
H 2.77 -0.19 1.27
H 1.22 -0.42 2.08
H 1.69 1.19 1.57

Properties
Lowest unoccupied orbital energy (alpha / beta) = 0.086 / 0.543 eV
ΔE to the lowest compared entry with this formula, charge and spin = 99.3 kcal per mole

***

14.
A 2-piece molecular cluster, C2HN3O2 overall in a non-equilibrium geometry, computed with ωB97M-V/def2-TZVPD.

Cartesian coordinates (Å):
C -1.30 0.12 1.21
C 1.13 -0.05 -1.09
N -1.09 0.85 2.09
N 1.49 0.60 -0.18
N -1.09 -0.59 0.14
O 0.81 -0.60 -2.04
O -1.76 -0.84 -0.81
H 1.82 0.51 0.68

Properties
Lowest unoccupied orbital energy (alpha / beta) = -2.281 / -2.328 eV
ΔE to the lowest compared entry with this formula, charge and spin = 122.1 kcal per mole

***

15.
C7H12S in the gas phase in a non-equilibrium geometry, computed with ωB97M-V/def2-TZVPD.

Cartesian coordinates (Å):
C 0.90 -0.78 -1.08
C 0.88 0.78 -1.09
C 0.29 1.20 0.28
C -1.23 1.38 0.24
C -1.21 -1.41 0.25
C 0.30 -1.20 0.29
C 0.66 0.00 1.18
H 0.32 -1.19 -1.90
H 1.91 -1.16 -1.15
H 0.29 1.20 -1.92
H 1.91 1.16 -1.18
H 0.72 2.13 0.64
H -1.55 2.26 -0.37
H -1.62 1.56 1.25
H -1.58 -1.58 1.27
H -1.46 -2.26 -0.38
H 0.75 -2.12 0.63
H 0.11 0.01 2.18
H 1.73 0.05 1.37
S -2.12 -0.02 -0.51

Properties
Lowest unoccupied orbital energy = 0.922 eV
ΔE to the lowest compared entry with this formula, charge and spin = 0.0 kcal per mole

***

16.
C13H10Cl3F9MoN5O7S2Si as an isolated structure, computed with ωB97M-V/def2-TZVPD.

Cartesian coordinates (Å):
Mo 0.41 0.66 0.22
N -0.23 2.76 -0.22
C 0.67 3.45 -1.16
C 2.07 2.92 -0.97
O 3.05 3.54 -1.37
N 2.09 1.75 -0.30
C 3.40 1.27 0.08
C 3.19 0.14 1.05
O 4.05 -0.36 1.72
O 1.92 -0.25 1.07
H -1.17 2.75 -0.62
H -0.27 3.25 0.67
H 0.66 4.53 -0.99
H 0.35 3.26 -2.18
H 4.00 2.06 0.53
H 3.96 0.89 -0.78
F 1.80 -3.04 2.12
C 0.58 -3.50 1.90
F -0.23 -3.09 2.88
F 0.62 -4.84 1.91
S -0.09 -2.92 0.29
O -0.18 -1.48 0.47
O -1.35 -3.58 0.17
N 0.95 -3.43 -0.73
S 1.86 -2.65 -1.76
O 1.77 -3.22 -3.06
O 1.81 -1.21 -1.62
C 3.54 -3.12 -1.17
F 3.74 -2.73 0.08
F 4.45 -2.53 -1.95
F 3.71 -4.44 -1.24
Cl 0.92 1.02 -3.75
Si -0.40 0.43 -2.26
Cl -2.07 1.75 -2.68
Cl -1.20 -1.37 -2.96
N -7.43 0.38 0.58
C -6.28 0.40 0.54
C -4.84 0.45 0.50
C -4.16 1.56 0.97
C -2.78 1.56 0.91
N -2.06 0.56 0.40
C -2.73 -0.51 -0.05
C -4.11 -0.61 -0.02
H -4.68 2.40 1.40
H -2.24 2.40 1.31
H -2.16 -1.32 -0.45
H -4.59 -1.50 -0.40
F -0.88 0.46 3.00
C -0.01 1.25 2.32
F 1.11 1.28 3.07
F -0.53 2.55 2.52

Properties
Lowest unoccupied orbital energy (alpha / beta) = 1.005 / 1.005 eV
ΔE to the lowest compared entry with this formula, charge and spin = 0.0 kcal per mole
Total charge = -1

***

| no. | DFT total energy (Ha) |
| --- | --- |
| 1 | -249.4616 |
| 2 | -1787.1257 |
| 3 | -230.2569 |
| 4 | -307.6446 |
| 5 | -2573.6950 |
| 6 | -31949.8992 |
| 7 | -365.3547 |
| 8 | -306.3272 |
| 9 | -868.0242 |
| 10 | -2766.8141 |
| 11 | -2425.0376 |
| 12 | -1461.7832 |
| 13 | -251.7043 |
| 14 | -391.4062 |
| 15 | -672.1169 |
| 16 | -4735.6268 |